{
  "formula": "C6H13O2",
  "method": "wB97M-V/def2-TZVPD",
  "elements": ["C", "C", "C", "O", "O", "H", "H", "H", "H", "H", "C", "C", "C", "H", "H", "H", "H", "H", "H", "H", "H"],
  "positions_angstrom": [[1.430, -0.661, 0.523], [0.548, -1.564, 1.364], [2.258, 0.414, 1.316], [1.911, 0.604, 2.497], [3.152, 0.972, 0.643], [2.235, -1.198, 0.010], [1.044, -0.141, -0.357], [0.842, -1.561, 2.402], [0.655, -2.613, 1.031], [-0.508, -1.314, 1.242], [-2.864, -0.249, -1.593], [-2.329, 1.020, -0.963], [-2.939, -0.202, -3.118], [-2.186, -1.083, -1.340], [-3.767, -0.649, -1.143], [-2.323, 0.944, 0.124], [-3.522, -1.002, -3.571], [-3.333, 0.753, -3.478], [-1.918, -0.203, -3.523], [-1.302, 1.196, -1.280], [-2.888, 1.901, -1.269]],
  "lowdin_charge": [-0.208, -0.133, -0.771, -0.090, -0.111, 0.083, 0.081, 0.054, 0.054, 0.046, -0.336, -0.122, -0.134, 0.099, 0.088, 0.072, 0.059, 0.061, 0.072, 0.072, 0.063],
  "total_charge": -1,
  "relative_energy_ev": 0.642,
  "e_lumo_ev": 3.24
}

=====

{
  "formula": "C47H65Br2N7O13PS",
  "method": "wB97M-V/def2-TZVPD",
  "elements": ["C", "C", "N", "C", "N", "C", "O", "C", "C", "C", "O", "C", "C", "Br", "C", "C", "P", "O", "O", "O", "C", "C", "C", "C", "C", "S", "C", "N", "C", "C", "C", "C", "Br", "C", "C", "H", "H", "H", "H", "H", "H", "H", "H", "H", "H", "H", "H", "H", "H", "H", "H", "H", "H", "H", "H", "H", "H", "H", "H", "H", "H", "H", "H", "H", "H", "H", "H", "H", "H", "H", "H", "H", "H", "H", "H", "H", "H", "H", "H", "H", "C", "C", "C", "C", "C", "C", "N", "O", "O", "H", "H", "H", "H", "H", "C", "C", "C", "C", "C", "C", "N", "O", "O", "H", "H", "H", "H", "H", "C", "C", "C", "C", "C", "C", "N", "O", "O", "H", "H", "H", "H", "H", "C", "C", "C", "C", "C", "C", "N", "O", "O", "H", "H", "H", "H", "H"],
  "positions_angstrom": [[3.208, 0.895, -0.270], [2.155, 1.580, -0.999], [0.739, 1.110, -1.421], [0.049, 2.233, -0.684], [-1.367, 2.089, -0.250], [0.325, -0.306, -0.901], [0.392, -0.228, 0.480], [0.905, -0.983, 1.481], [-0.344, -1.290, 2.569], [-0.024, -0.528, 4.016], [-0.517, -2.724, 2.844], [0.802, -1.582, -1.897], [-0.147, -2.736, -1.289], [0.808, -4.240, -0.268], [-1.136, -3.649, -2.182], [-2.710, -3.121, -1.926], [2.614, -2.153, -1.874], [2.889, -3.537, -2.659], [3.369, -2.276, -0.270], [3.811, -1.118, -2.661], [0.374, -0.686, -3.269], [-1.180, -0.826, -3.817], [1.134, -1.165, -4.682], [0.900, -2.691, -5.164], [2.101, -3.027, -6.280], [2.326, -4.923, -6.184], [0.590, 0.975, -2.972], [2.027, 1.121, -3.258], [2.569, 1.865, -4.185], [3.119, 1.429, -5.707], [2.918, 3.469, -3.851], [-0.276, 2.110, -3.679], [-0.292, 2.257, -5.714], [-1.871, 2.309, -3.373], [-2.158, 3.894, -2.920], [3.082, 0.724, 0.899], [4.262, 0.542, -0.704], [2.345, 2.739, -1.225], [0.641, 2.382, 0.347], [0.163, 3.301, -1.206], [-1.500, 1.547, 0.639], [-1.697, 3.068, 0.009], [-0.861, -0.297, -1.134], [1.652, -0.331, 2.156], [1.434, -2.006, 1.383], [-1.375, -0.853, 2.156], [-0.671, -0.930, 4.903], [1.106, -0.775, 4.282], [-0.158, 0.631, 3.874], [-0.744, -3.206, 1.996], [-0.841, -2.323, -0.404], [-0.903, -3.740, -3.324], [-1.236, -4.793, -1.839], [-3.359, -3.930, -1.360], [-3.224, -2.993, -2.994], [-2.757, -2.075, -1.403], [4.284, -2.678, -0.366], [4.711, -1.214, -2.233], [-1.982, -0.576, -2.965], [-1.498, -1.878, -4.207], [-1.459, -0.127, -4.708], [0.697, -0.474, -5.553], [2.283, -1.006, -4.699], [0.969, -3.536, -4.375], [-0.138, -2.771, -5.733], [1.817, -2.675, -7.359], [3.142, -2.574, -5.952], [3.138, -5.222, -5.061], [3.291, 2.395, -6.382], [2.359, 0.760, -6.292], [4.184, 0.896, -5.649], [2.801, 4.096, -4.851], [4.055, 3.503, -3.563], [2.213, 3.933, -3.044], [0.206, 3.162, -3.370], [-2.330, 1.535, -2.600], [-2.575, 2.178, -4.331], [-1.723, 4.162, -1.871], [-1.715, 4.609, -3.750], [-3.327, 4.025, -2.966], [-2.467, -2.729, 10.220], [-1.119, -2.389, 10.347], [-0.529, -1.516, 9.432], [-1.302, -0.982, 8.392], [-2.654, -1.327, 8.258], [-3.232, -2.204, 9.177], [-0.694, -0.043, 7.442], [0.509, 0.223, 7.582], [-1.419, 0.434, 6.556], [-2.925, -3.406, 10.939], [-0.529, -2.804, 11.161], [0.523, -1.261, 9.544], [-3.264, -0.924, 7.453], [-4.282, -2.476, 9.084], [9.420, -1.185, -5.180], [8.112, -1.651, -5.319], [7.159, -0.875, -5.982], [7.530, 0.370, -6.508], [8.840, 0.844, -6.363], [9.784, 0.060, -5.696], [6.539, 1.179, -7.229], [5.386, 0.733, -7.319], [6.914, 2.258, -7.708], [10.161, -1.796, -4.667], [7.835, -2.622, -4.912], [6.144, -1.253, -6.082], [9.141, 1.810, -6.763], [10.805, 0.418, -5.581], [-1.940, 4.666, 9.742], [-2.246, 3.590, 8.907], [-3.094, 2.576, 9.355], [-3.636, 2.651, 10.646], [-3.325, 3.726, 11.489], [-2.473, 4.733, 11.031], [-4.548, 1.600, 11.113], [-4.784, 0.656, 10.345], [-5.033, 1.720, 12.248], [-1.283, 5.458, 9.387], [-1.825, 3.544, 7.905], [-3.322, 1.744, 8.692], [-3.735, 3.794, 12.494], [-2.228, 5.573, 11.677], [-8.428, -0.274, -0.431], [-8.308, -0.269, -1.821], [-7.045, -0.255, -2.415], [-5.902, -0.250, -1.602], [-6.020, -0.248, -0.206], [-7.289, -0.259, 0.376], [-4.571, -0.261, -2.220], [-4.509, -0.244, -3.458], [-3.586, -0.291, -1.468], [-9.416, -0.291, 0.027], [-9.201, -0.279, -2.443], [-6.968, -0.251, -3.500], [-5.142, -0.239, 0.437], [-7.391, -0.260, 1.459]],
  "lowdin_charge": [0.009, -0.103, -0.070, -0.219, 0.028, -0.194, -0.118, -0.189, -0.311, -0.065, -0.112, -0.211, -0.520, 0.765, -0.273, -0.114, 0.794, -0.401, -0.276, -0.250, -0.193, -0.062, -0.170, -0.268, -0.497, 0.594, -0.256, 0.026, -0.256, -0.068, -0.054, -0.498, 0.766, -0.303, -0.114, 0.093, 0.097, 0.147, 0.172, 0.156, 0.094, 0.108, 0.177, 0.131, 0.105, 0.150, 0.074, 0.102, 0.096, 0.062, 0.112, 0.098, 0.097, 0.094, 0.091, 0.042, 0.099, 0.079, 0.062, 0.081, 0.079, 0.099, 0.082, 0.062, 0.124, 0.094, 0.079, -0.119, 0.100, 0.061, 0.086, 0.096, 0.105, 0.061, 0.094, 0.083, 0.099, 0.051, 0.093, 0.095, -0.061, -0.061, 0.002, -0.148, -0.009, -0.064, -0.320, 0.063, 0.013, 0.112, 0.111, 0.119, 0.119, 0.114, -0.067, -0.066, -0.003, -0.142, 0.003, -0.061, -0.309, 0.012, 0.076, 0.111, 0.110, 0.114, 0.121, 0.112, -0.071, -0.066, -0.002, -0.140, 0.002, -0.064, -0.321, 0.051, 0.069, 0.108, 0.107, 0.106, 0.121, 0.110, -0.059, -0.055, 0.007, -0.136, 0.001, -0.059, -0.293, 0.071, -0.031, 0.114, 0.114, 0.121, 0.116, 0.113],
  "total_charge": 1,
  "e_lumo_ev": -3.69
}

=====

{
  "formula": "C11H19FeNO",
  "method": "wB97M-V/def2-TZVPD",
  "elements": ["C", "C", "C", "C", "C", "Fe", "N", "C", "C", "H", "H", "H", "H", "H", "H", "H", "H", "H", "H", "C", "C", "C", "C", "O", "H", "H", "H", "H", "H", "H", "H", "H", "H"],
  "positions_angstrom": [[1.826, -2.876, 0.018], [1.111, -3.132, -1.185], [-0.283, -3.080, -0.896], [-0.430, -2.787, 0.488], [0.873, -2.656, 1.054], [0.641, -0.855, -0.441], [1.571, 0.298, 0.438], [1.895, 0.691, -1.947], [1.405, -0.382, -2.653], [-1.093, -3.225, -1.614], [1.551, -3.354, -2.158], [-1.372, -2.656, 1.021], [1.099, -2.418, 2.094], [2.911, -2.829, 0.128], [2.069, -1.193, -2.968], [2.955, 0.764, -1.685], [2.269, 0.863, 0.938], [0.395, -0.357, -3.076], [1.292, 1.590, -1.794], [-1.009, 1.749, 2.376], [-1.255, 1.675, 0.864], [-2.734, 1.379, 0.584], [-0.846, 2.994, 0.197], [-0.468, 0.625, 0.322], [-1.613, 2.563, 2.834], [0.065, 1.945, 2.583], [-1.285, 0.787, 2.859], [-3.381, 2.183, 0.996], [-2.912, 1.305, -0.510], [-3.028, 0.413, 1.049], [0.230, 3.201, 0.381], [-1.005, 2.937, -0.901], [-1.444, 3.840, 0.599]],
  "lowdin_spin": [0.031, 0.031, 0.030, 0.027, 0.041, 3.484, 1.036, 0.005, -0.005, 0.002, 0.002, 0.001, 0.001, 0.000, 0.000, 0.003, 0.082, -0.001, -0.001, 0.003, 0.024, 0.008, 0.001, 0.189, 0.000, 0.002, 0.000, 0.002, 0.000, 0.000, 0.001, 0.000, 0.000],
  "total_charge": -1,
  "s_squared": 8.8134,
  "multiplicity": 6,
  "relative_energy_ev": 2.071,
  "e_lumo_ev": [3.50, 3.50]
}